No. 1
A molecular structure, C23H49N3P4PbS. Source: the Open Molecules 2025 dataset; level of theory: ωB97M-V with the def2-TZVPD basis set.

Element x y z (Å)
Pb1 0.023 0.388 -0.487
P1 -2.277 0.454 1.791
P2 -2.088 -1.395 -1.645
P3 -1.846 2.415 -1.070
H1 4.671 0.941 0.637
C1 4.557 1.983 0.945
C2 3.860 2.373 2.033
H2 3.245 1.682 2.616
C3 -2.254 -0.684 3.236
C4 -4.086 0.385 1.434
C5 -2.186 2.047 2.707
C6 -1.317 -1.924 -3.222
C7 -2.678 -3.044 -1.095
C8 -3.667 -0.738 -2.298
C9 -0.978 3.863 -0.340
C10 -3.589 2.992 -0.974
C11 -1.580 2.525 -2.884
H3 5.152 2.702 0.362
H4 3.855 3.416 2.376
H5 -1.214 -0.893 3.520
H6 -2.754 -1.627 2.981
H7 -2.773 -0.226 4.090
H8 -4.369 -0.650 1.201
H9 -4.343 1.022 0.579
H10 -4.649 0.722 2.315
H11 -1.184 2.141 3.144
H12 -2.932 2.048 3.513
H13 -2.361 2.903 2.045
H14 -2.050 -2.463 -3.841
H15 -0.469 -2.586 -2.999
H16 -0.956 -1.042 -3.767
H17 -3.327 -3.497 -1.860
H18 -3.249 -2.929 -0.165
H19 -1.823 -3.709 -0.912
H20 -4.095 -1.464 -3.006
H21 -3.505 0.216 -2.813
H22 -4.367 -0.586 -1.467
H23 -0.939 4.665 -1.088
H24 0.048 3.619 -0.023
H25 -1.541 4.204 0.541
H26 -3.655 3.938 -1.534
H27 -3.904 3.166 0.065
H28 -4.262 2.253 -1.432
H29 -1.708 3.576 -3.176
H30 -2.322 1.898 -3.403
H31 -0.574 2.193 -3.183
C12 3.180 3.385 -2.438
C13 3.357 3.535 -3.833
C14 4.334 4.401 -4.331
C15 5.111 5.157 -3.453
C16 4.890 5.079 -2.077
C17 3.893 4.228 -1.572
S1 1.853 2.317 -1.927
H32 2.245 1.619 -0.757
H33 2.720 2.970 -4.519
H34 4.481 4.472 -5.416
H35 5.879 5.830 -3.841
H36 5.518 5.689 -1.437
H37 3.669 4.172 -0.513
C18 0.817 -4.731 3.489
N1 -0.176 -4.947 2.410
C19 0.502 -5.573 1.256
N2 1.643 -4.763 0.768
C20 2.590 -4.541 1.887
N3 1.955 -3.895 3.052
C21 1.546 -2.518 2.767
P4 0.296 -2.391 1.369
C22 -0.869 -3.723 2.061
C23 1.224 -3.507 0.173
H38 1.218 -5.716 3.771
H39 0.317 -4.254 4.342
H40 -0.215 -5.711 0.437
H41 0.896 -6.550 1.587
H42 3.416 -3.916 1.528
H43 2.961 -5.522 2.215
H44 1.101 -2.066 3.666
H45 2.423 -1.922 2.480
H46 -1.644 -3.929 1.311
H47 -1.349 -3.308 2.957
H48 2.103 -2.943 -0.168
H49 0.574 -3.702 -0.690

Summary:
Total charge: +4
Spin multiplicity: 1

Want to see where the charge sits? The Löwdin charges in e are: 0.87 0.73 0.69 0.65 0.05 -0.09 -0.05 0.05 -0.27 -0.24 -0.25 -0.26 -0.25 -0.24 -0.26 -0.22 -0.27 0.05 0.07 0.03 0.05 0.08 0.05 0.01 0.08 0.06 0.07 0.02 0.08 0.05 0.05 0.09 0.05 0.03 0.08 0.03 0.05 0.07 0.02 0.05 0.09 0.06 0.05 0.07 0.05 0.00 -0.48 -0.04 0.03 0.07 0.04 -0.04 0.77 -0.15 0.13 0.15 0.16 0.15 0.11 -0.11 -0.09 -0.11 -0.10 -0.12 -0.09 -0.30 1.02 -0.30 -0.32 0.16 0.15 0.14 0.16 0.14 0.16 0.10 0.10 0.08 0.08 0.10 0.08

=====

No. 2
A gas-phase ion, C9H18N2 (charge +2). Source: the Open Molecules 2025 dataset; level of theory: ωB97M-V with the def2-TZVPD basis set.

Element x y z (Å)
C1 0.652 0.671 0.296
C2 0.615 -1.501 0.004
C3 2.026 0.230 0.493
C4 0.194 2.022 0.357
C5 0.172 -2.899 -0.151
C6 3.075 0.752 -0.527
C7 -1.835 0.895 -1.138
C8 -2.284 -0.316 1.299
C9 -1.627 -0.285 -0.150
N1 1.862 -1.230 0.294
N2 -0.148 -0.348 0.138
H1 2.442 0.355 1.477
H2 0.072 2.497 -0.572
H3 0.960 2.858 0.815
H4 -0.598 2.220 1.030
H5 -0.882 -3.095 0.038
H6 0.579 -3.618 0.556
H7 0.514 -3.314 -1.213
H8 3.199 0.315 -1.510
H9 4.023 0.787 -0.162
H10 2.959 1.796 -0.605
H11 -2.295 1.811 -0.591
H12 -0.985 0.987 -1.815
H13 -2.658 0.483 -1.770
H14 -1.949 0.439 1.866
H15 -1.993 -1.234 1.828
H16 -3.352 -0.044 1.132
H17 -2.048 -1.266 -0.473
H18 2.660 -1.794 0.127

Summary:
SMILES: CC1=[NH+][C@@H](C)C(C)=[N+]1C(C)C
Total charge: +2
Spin multiplicity: 1

Want to see where the charge sits? The Löwdin charges in e are: -0.13 -0.15 -0.15 0.02 0.06 0.05 -0.03 0.02 -0.26 0.23 0.11 0.20 0.10 0.20 0.10 0.10 0.12 0.18 0.12 0.07 0.09 0.14 0.09 0.11 0.03 0.10 0.13 0.15 0.19

=====

No. 3
A molecular structure, C33H53AsAuBN6. Source: the Open Molecules 2025 dataset; level of theory: ωB97M-V with the def2-TZVPD basis set.

Element x y z (Å)
Au1 0.176 0.233 -0.511
C1 -1.688 0.920 4.968
C2 -1.967 0.615 3.535
C3 -3.135 0.108 3.009
C4 -2.922 0.058 1.620
N1 -1.702 0.490 1.333
N2 -1.105 0.816 2.510
B1 0.254 1.576 2.554
N3 0.323 2.608 1.397
N4 0.311 2.289 0.082
C5 0.415 3.413 -0.622
C6 0.504 4.492 0.263
C7 0.441 3.942 1.530
C8 0.493 4.657 2.839
C9 0.439 3.439 -2.135
C10 -0.843 2.811 -2.698
C11 1.666 2.677 -2.651
C12 0.522 4.889 -2.615
N5 1.528 0.685 2.537
N6 2.200 0.443 1.382
C13 3.338 -0.145 1.708
C14 3.424 -0.296 3.103
C15 2.260 0.257 3.594
C16 1.848 0.371 5.022
C17 4.372 -0.511 0.671
C18 4.620 -2.023 0.709
C19 3.907 -0.097 -0.724
C20 5.682 0.219 0.998
C21 -3.952 -0.286 0.570
C22 -5.034 0.804 0.587
C23 -4.597 -1.639 0.891
C24 -3.333 -0.341 -0.821
H1 -2.614 0.836 5.534
H2 -1.293 1.927 5.095
H3 -0.968 0.225 5.397
H4 -4.024 -0.149 3.560
H5 0.263 2.199 3.576
H6 0.596 5.538 0.027
H7 0.593 5.725 2.655
H8 1.341 4.325 3.438
H9 -0.413 4.487 3.422
H10 -0.932 1.765 -2.401
H11 -0.831 2.859 -3.789
H12 -1.725 3.345 -2.338
H13 1.637 1.631 -2.342
H14 2.585 3.121 -2.263
H15 1.698 2.717 -3.743
H16 -0.336 5.469 -2.272
H17 0.534 4.913 -3.706
H18 1.432 5.374 -2.258
H19 4.225 -0.721 3.685
H20 2.723 0.242 5.657
H21 1.128 -0.404 5.289
H22 1.398 1.338 5.240
H23 3.701 -2.571 0.486
H24 4.963 -2.340 1.696
H25 5.380 -2.304 -0.024
H26 2.964 -0.581 -0.981
H27 4.661 -0.369 -1.466
H28 3.738 0.979 -0.769
H29 6.052 -0.063 1.985
H30 5.529 1.299 0.990
H31 6.449 -0.028 0.261
H32 -5.525 0.851 1.560
H33 -5.794 0.598 -0.172
H34 -4.594 1.781 0.382
H35 -5.037 -1.640 1.889
H36 -3.862 -2.446 0.850
H37 -5.389 -1.859 0.171
H38 -2.867 0.610 -1.084
H39 -4.103 -0.576 -1.562
H40 -2.565 -1.111 -0.864
C25 1.700 -2.743 -2.121
As1 0.062 -1.876 -1.551
C26 -0.674 -3.235 -0.384
C27 -1.017 -1.917 -3.188
C28 -1.432 -3.292 -3.606
C29 -2.620 -3.841 -3.126
C30 -2.993 -5.131 -3.469
C31 -2.183 -5.894 -4.299
C32 -1.003 -5.354 -4.789
C33 -0.631 -4.062 -4.445
H41 1.470 -3.716 -2.554
H42 2.346 -2.874 -1.255
H43 2.215 -2.122 -2.852
H44 -0.948 -4.132 -0.937
H45 -1.540 -2.832 0.137
H46 0.089 -3.476 0.356
H47 -0.399 -1.431 -3.946
H48 -1.875 -1.273 -3.001
H49 -3.253 -3.246 -2.477
H50 -3.920 -5.541 -3.089
H51 -2.473 -6.901 -4.567
H52 -0.372 -5.937 -5.447
H53 0.285 -3.641 -4.842

Summary:
Total charge: 0
Spin multiplicity: 1

Want to see where the charge sits? The Löwdin charges in e are: 0.64 -0.02 -0.27 0.01 -0.27 0.08 0.03 -0.50 0.04 -0.02 -0.24 0.03 -0.26 -0.02 -0.55 -0.06 -0.06 -0.07 0.02 0.09 -0.27 0.01 -0.27 -0.02 -0.55 -0.05 -0.07 -0.05 -0.55 -0.04 -0.04 -0.08 0.08 0.07 0.06 0.11 0.10 0.11 0.08 0.08 0.08 0.03 0.08 0.09 0.03 0.09 0.08 0.09 0.08 0.09 0.11 0.08 0.07 0.07 0.07 0.08 0.08 0.02 0.09 0.08 0.08 0.09 0.08 0.08 0.08 0.09 0.08 0.08 0.08 0.07 0.09 0.01 -0.28 1.03 -0.26 -0.31 -0.32 -0.06 -0.08 -0.09 -0.08 -0.06 0.03 0.01 0.04 0.03 0.01 0.04 0.08 0.06 0.11 0.10 0.10 0.10 0.11

=====

Number 1: energy -3024.8866 Ha. Number 2: energy -462.5335 Ha. Number 3: energy -4014.2490 Ha.